Below is a cluster of 4 separate species, C33H71N5O11PS in total in a non-equilibrium geometry, with properties calculated with the ωB97M-V functional and the def2-TZVPD basis.

Geometry (Å):
C 5.73314 -2.68504 4.57134
C 4.91560 -3.67809 5.40558
C 4.14311 -4.67221 4.53940
C 2.79375 -4.19395 4.04376
O 2.96123 -3.12123 3.13492
C 1.81067 -2.37014 2.86465
C 0.58823 -3.19294 2.49213
C -0.42434 -3.55850 3.60059
C -0.62503 -5.10248 3.74668
C -0.65573 -5.46255 5.19798
O 0.08333 -6.22881 5.71759
O -1.65370 -4.85897 5.94177
C 2.21782 -1.45258 1.63972
O 1.48150 -1.51584 0.62679
O 3.25867 -0.76643 1.80612
N 1.48832 -1.49346 4.06286
N 2.70959 -1.10638 4.75505
C 2.62276 -1.12880 5.96285
S 2.49085 -1.03575 7.52099
P 0.57706 -0.05095 3.59939
C 1.09974 1.35503 4.64133
C 2.37480 1.99875 4.09950
C -1.20051 -0.37264 3.92507
C -1.58585 -0.96718 5.31041
H 5.14055 -1.86764 4.17798
H 6.55133 -2.29158 5.17644
H 6.20118 -3.23181 3.75536
H 4.24867 -3.18743 6.11096
H 5.62696 -4.25576 5.99993
H 4.74808 -4.93874 3.67195
H 3.96594 -5.60457 5.07823
H 2.35994 -5.04294 3.50019
H 2.11610 -3.96460 4.86999
H 0.07202 -2.66661 1.70344
H 0.93875 -4.12325 2.04927
H -1.39623 -3.17543 3.30836
H -0.12707 -3.18261 4.57269
H -1.58895 -5.41316 3.34774
H 0.19977 -5.66812 3.33142
H -1.32280 -4.00930 6.25809
H 0.29044 2.08344 4.60228
H 1.24374 1.07964 5.69076
H 2.24801 2.23002 3.04563
H 3.22134 1.32903 4.21310
H 2.60553 2.91105 4.64880
H -1.60044 -0.95347 3.09987
H -1.64862 0.61875 3.85438
H -0.70076 -1.15572 5.91403
H -2.21169 -0.27337 5.86906
H -2.15369 -1.88558 5.18264
C 4.26655 1.94855 -5.93820
O 2.98384 1.38740 -5.76206
C 2.99956 0.04567 -5.27768
C 2.44548 -0.03810 -3.87310
N 3.34940 0.57330 -2.91204
C 2.78174 0.71449 -1.56328
C 1.58723 1.63314 -1.39244
O 1.84621 3.01945 -1.61326
C 1.74534 3.44059 -2.95360
H 4.13678 2.91757 -6.41913
H 4.78007 2.09897 -4.98273
H 4.88891 1.31993 -6.58399
H 4.00760 -0.37635 -5.32181
H 2.36008 -0.54124 -5.94478
H 2.30796 -1.08998 -3.60665
H 1.45591 0.44373 -3.87880
H 3.61264 1.48980 -3.25108
H 3.58087 1.08018 -0.91701
H 2.50343 -0.27147 -1.18090
H 1.28006 1.54992 -0.34778
H 0.72494 1.31583 -1.99505
H 1.00657 2.85729 -3.51246
H 2.71559 3.39747 -3.45926
H 1.42893 4.48660 -2.94517
C -5.79653 6.30554 -4.08568
O -5.01969 5.19828 -4.49157
C -3.75212 5.54522 -5.03870
C -2.62678 5.08967 -4.13660
N -2.58710 5.87374 -2.90903
C -1.66489 5.35692 -1.89767
C -1.97266 3.99174 -1.29314
O -3.14877 3.96129 -0.50222
C -4.35015 3.71134 -1.20342
H -6.77775 5.92905 -3.80083
H -5.35639 6.81898 -3.22396
H -5.92232 7.02213 -4.90380
H -3.68604 6.61996 -5.23108
H -3.66333 5.02654 -5.99788
H -1.67638 5.20996 -4.66479
H -2.77325 4.01902 -3.93882
H -3.51666 5.90175 -2.51123
H -1.64700 6.08457 -1.08295
H -0.65767 5.33543 -2.32206
H -1.15207 3.74673 -0.61447
H -1.99361 3.19160 -2.04303
H -4.18868 3.06835 -2.07287
H -4.83387 4.64023 -1.52269
H -5.03145 3.20345 -0.51987
C -4.06441 -3.52903 -3.88844
O -2.77189 -3.01454 -4.12742
C -2.75281 -1.64985 -4.53009
C -2.12273 -0.77613 -3.46794
N -2.98174 -0.67248 -2.29585
C -2.35100 -0.02098 -1.14678
C -1.15767 -0.71094 -0.49783
O -1.47589 -1.92932 0.14661
C -1.45491 -3.08182 -0.66621
H -3.96185 -4.59786 -3.70734
H -4.53020 -3.06987 -3.00979
H -4.71557 -3.38329 -4.75687
H -3.75865 -1.29729 -4.77735
H -2.14417 -1.59164 -5.43771
H -1.96379 0.22512 -3.88040
H -1.14102 -1.20410 -3.22419
H -3.26632 -1.60300 -2.01869
H -3.12437 0.09131 -0.38192
H -2.05175 0.99000 -1.44349
H -0.78547 -0.05315 0.29170
H -0.31807 -0.85268 -1.18616
H -0.73241 -2.99126 -1.48056
H -2.44715 -3.30708 -1.07498
H -1.15981 -3.92356 -0.03675

Calculated values
LUMO level	2.170	eV
frontier orbital gap	6.785	eV
net charge	-1
E_HOMO	-4.61	eV

Atom charges from the Löwdin analysis, given in e for atoms 1 to 4: C -0.10; C -0.25; C -0.18; C -0.21

***

Below is the molecule C3H5NO2, with properties calculated with the ωB97M-V functional and the def2-TZVPD basis.

Geometry (Å):
C -1.89869 0.34636 0.15862
C -0.81525 -0.43613 -0.53264
O -0.96540 -1.42236 -1.18903
C 1.33579 -0.65946 0.27341
O 0.43602 0.14461 -0.36687
N 2.49414 -0.01380 0.24622
H -2.67688 -0.34748 0.48560
H -1.49501 0.90511 1.00621
H -2.33923 1.05266 -0.55296
H 3.28283 -0.44048 0.70428
H 2.64166 0.87097 -0.23286

Calculated values
LUMO level	0.928	eV
frontier orbital gap	10.142	eV
energy relative to the best compared isomer or geometry (same formula, charge and spin)	1.903	eV
E_HOMO	-9.21	eV

Atom charges from the Löwdin analysis, given in e for atoms 1 to 4: C 0.02; C -0.52; O 0.13; C -0.13

***

Below is a cluster of 23 separate species, C66H140F9N9O12 in total in a non-equilibrium geometry, with properties calculated with the ωB97M-V functional and the def2-TZVPD basis.

Geometry (Å):
C -7.80856 -3.92866 -12.34079
C -6.77449 -4.81114 -11.70064
O -5.58948 -4.89744 -11.81353
N -7.37305 -5.78106 -10.49269
H -6.61817 -5.58052 -9.88015
H -8.24466 -5.42850 -10.11034
C -7.47719 -7.13239 -10.91473
H -8.27327 -4.56487 -13.10021
H -7.32206 -3.02886 -12.68634
H -8.49973 -3.75155 -11.57254
H -6.65733 -7.62388 -11.42244
H -8.39520 -7.21225 -11.53677
H -7.77353 -7.81535 -10.01060
C 8.11327 -4.30722 3.20067
C 8.60527 -4.87854 1.86773
O 9.17246 -4.18408 0.95917
N 8.39386 -6.14401 1.73139
H 7.89242 -6.68409 2.46486
H 7.29701 -4.12993 -1.43805
C 8.93527 -6.91504 0.60905
H 7.01546 -4.15066 3.22205
H 8.64718 -3.38205 3.43936
H 8.39527 -4.98242 4.00672
H 9.73782 -7.65537 0.83323
H 9.31642 -6.26909 -0.20752
H 8.16963 -7.66917 0.21830
C 10.01661 -2.85781 -1.91608
C 9.58319 -1.68087 -1.01530
O 8.81871 -0.77187 -1.22939
N 10.11855 -1.74600 0.33854
H 9.72008 -2.50015 0.95487
H 11.16302 -2.28757 0.32733
C 10.35611 -0.34343 0.94850
H 11.04622 -3.10051 -1.80131
H 9.87738 -2.45768 -2.89579
H 9.31403 -3.69628 -1.76354
H 10.78771 -0.31090 1.95194
H 9.35204 0.11291 1.10466
H 10.95611 0.25718 0.25487
C -4.78623 4.43812 2.45349
C -4.60294 5.07032 1.03118
O -5.52140 5.10935 0.20615
N -3.33784 5.47205 0.72596
H -2.58709 5.30068 1.37342
H -2.13504 -4.61716 -13.39197
C -3.11223 5.97547 -0.53090
H -4.55117 3.41680 2.26201
H -5.84543 4.43191 2.65902
H -4.20613 4.98371 3.14572
H -2.54750 6.92815 -0.53672
H -4.05096 6.17102 -0.97908
H -2.55654 5.32513 -1.23454
C -5.87462 8.59231 2.64072
C -7.35515 8.63143 2.12695
C -7.92344 7.24876 2.40717
N -9.29209 6.89782 1.89003
C -10.32045 7.95021 2.48219
C -9.62694 5.45226 2.35049
C -9.03924 4.57883 1.27059
C -8.83710 5.44927 0.05244
C -9.40806 6.81469 0.39106
H -5.33122 7.82765 2.13791
H -5.78916 8.32478 3.73112
H -5.36032 9.53629 2.43425
H -7.41840 8.75065 1.07132
H -7.91639 9.38931 2.61120
H -7.85231 6.94345 3.45478
H -7.13617 6.54018 1.98930
H -10.01494 8.96025 2.18036
H -10.32895 7.86165 3.56820
H -11.39324 7.78056 2.01980
H -10.72733 5.37817 2.31564
H -9.20657 5.45713 3.36225
H -9.68526 3.71127 1.19954
H -8.06112 4.12722 1.48745
H -9.44913 5.09688 -0.75915
H -7.83664 5.52774 -0.36491
H -10.49564 6.80286 0.25361
H -9.03109 7.72730 -0.10027
C -2.93672 -11.87601 12.10320
C -2.12133 -12.73258 11.78926
C -5.38340 -14.72833 7.69919
N -6.51356 -15.18262 7.47917
C -7.07102 -16.46575 8.09862
C -11.19579 -15.64087 4.61062
C -9.80134 -15.80223 4.91557
C -8.76863 -15.42161 5.49374
C -7.27591 -15.34216 5.86003
H 8.70710 -6.94875 9.83049
H -1.68745 -10.22193 -11.80845
H -3.96833 -11.80476 12.22049
H -5.92837 5.81636 -4.83309
H -1.56955 -13.57674 11.52186
H -4.77559 -14.97160 8.57805
H -4.98454 -13.92113 6.97933
H -6.28049 -17.18758 8.38592
H -7.31598 -16.74969 7.09512
H -8.01047 -16.35789 8.68382
H -11.77691 -15.59528 3.63079
H -11.94902 -15.91693 5.40710
H -7.29665 -1.79194 -1.46508
H -3.62548 -7.16261 -8.63015
H -9.69233 -4.36889 -7.74357
H -10.30619 -16.20619 -0.01794
H -6.66186 -16.34221 5.59747
H -6.91356 -14.30452 5.66650
C 5.37789 1.80749 10.57429
C 4.20571 1.83291 11.57728
C 2.90407 1.79546 10.72546
N 1.63447 2.16152 11.50712
C 1.46867 1.29819 12.78001
C 0.38961 2.07241 10.70560
C -0.65495 3.03497 11.29062
C 0.19433 4.10284 12.05712
C 1.61823 3.67204 11.86981
H 6.37724 1.79675 11.07695
H 5.31784 2.60927 9.79243
H 5.32234 0.86087 10.01736
H 4.30544 2.70995 12.25391
H 4.30997 1.00321 12.25874
H 2.82367 0.79567 10.28777
H 2.91991 2.54342 9.93474
H 0.49723 1.44735 13.24427
H 2.32654 1.53047 13.40688
H 1.53194 0.27442 12.51361
H 0.13938 1.00607 10.75477
H 0.57403 2.46038 9.72552
H -1.24762 2.46914 12.01099
H -1.34782 3.37900 10.52656
H -0.08489 4.13801 13.06441
H 0.11941 5.12566 11.56081
H 2.08475 3.68446 12.81965
H 2.13436 4.29393 11.11806
C -0.48337 9.25517 -3.30977
C 0.55402 10.24361 -3.90768
C 1.45823 9.58010 -4.96685
C 1.90016 10.69309 -5.97203
C 0.71324 11.20456 -6.80488
C -0.25915 11.91088 -5.93770
N -0.49334 11.28463 -4.52586
O -1.22873 11.78604 -3.79250
C -1.65751 11.93301 -6.63900
C 0.19912 13.33144 -5.58309
C 1.40944 10.86780 -2.78638
H -1.12262 9.69228 -2.55690
H 0.10948 8.44709 -2.84674
H -1.10636 8.91600 -4.09950
H 0.79777 8.85461 -5.43981
H 2.26542 9.12378 -4.35651
H 2.63747 10.29982 -6.68384
H 2.41722 11.49866 -5.41680
H 0.30596 10.33566 -7.22845
H 1.04422 11.91779 -7.53530
H -1.60040 12.48720 -7.55448
H -2.38702 12.50262 -5.99988
H -1.89261 10.85678 -6.82236
H -0.67370 13.85984 -5.25179
H 0.45282 13.91125 -6.49228
H 0.83737 13.35729 -4.70331
H 2.30508 11.34610 -3.16221
H 1.56122 10.12746 -2.01827
H 0.91374 11.70983 -2.27797
C 5.62820 -6.67247 -8.80734
C 4.91934 -6.10391 -10.03317
C 3.45503 -5.92061 -9.82268
C 2.71374 -5.16855 -10.87495
C 3.24178 -3.69399 -10.85519
C 4.82981 -3.62695 -11.19211
N 5.41964 -4.67998 -10.24804
O 6.40191 -4.30734 -9.65409
C 5.37118 -2.26069 -10.83283
C 5.02589 -3.87377 -12.71927
C 5.33761 -6.94862 -11.25009
H 6.67324 -6.87403 -9.01008
H 5.19884 -7.66779 -8.65146
H 5.42734 -6.11943 -7.93684
H 3.33972 -5.39691 -8.82561
H 3.07202 -6.92233 -9.70519
H 1.59599 -5.24640 -10.85939
H 2.99183 -5.63073 -11.79800
H 3.01616 -3.34989 -9.82234
H 2.74334 -2.98124 -11.50382
H 5.34018 -2.13526 -9.73128
H 4.62226 -1.47118 -11.12238
H 6.37027 -2.05900 -11.15617
H 4.40824 -4.77820 -13.08013
H 6.15267 -4.01252 -13.02126
H 4.65427 -2.96238 -13.18819
H 6.40488 -6.71720 -11.40804
H 4.74317 -6.55814 -12.05726
H 5.13934 -8.00486 -11.15145
C 0.61121 -0.53233 5.36063
O -0.43622 -1.32035 5.74824
O 0.43289 0.43687 4.55115
C 2.37414 -2.93895 1.16199
F 1.56966 -1.96502 1.55194
F 2.98852 -3.77404 2.18914
F 2.59845 -3.24773 0.00882
C -1.78457 -0.95009 5.23339
C -2.73271 -1.94859 5.79419
H -2.83819 -2.92380 5.30828
H -2.33762 -1.99843 6.81712
H -3.75451 -1.58098 5.85939
H -1.74624 -0.92677 4.13761
H -2.02775 -0.04875 5.73666
H 1.57597 -1.05991 5.50052
C 5.67491 -2.96016 -1.66598
O 5.19319 -2.68171 -0.28949
O 6.98410 -3.29606 -1.80200
C 4.73845 -4.04865 -2.31298
F 4.67185 -5.14021 -1.55885
F 3.45394 -3.56589 -2.31426
F 5.05532 -4.26983 -3.59154
C 6.00337 -1.82079 0.57659
C 5.52551 -0.36983 0.38730
H 5.61726 -0.11173 -0.68102
H 4.53978 -0.14943 0.77108
H 6.26269 0.27806 0.82849
H 7.09098 -1.93900 0.35033
H 5.83056 -2.14653 1.66152
H 5.62058 -2.01349 -2.17042
C -0.43913 4.89501 3.39772
O -0.16556 4.08414 4.40406
O -1.23201 4.52180 2.59329
C 4.97615 7.21603 -1.36252
F 6.07577 7.79876 -0.92190
F 5.03580 5.98755 -1.59599
F 4.17611 7.93838 -1.87550
C 0.39665 4.48610 5.66458
C 1.47952 3.40127 6.23137
H 1.10803 2.42636 6.57327
H 2.32907 3.06682 5.63259
H 1.85791 3.80822 7.19465
H -0.29051 4.90398 6.44771
H 1.20153 5.22494 5.47139
H -0.06120 5.88983 3.41309

Calculated values
LUMO level	-10.399	eV
frontier orbital gap	0.913	eV
net charge	+6
E_HOMO	-11.31	eV

Atom charges from the Löwdin analysis, given in e for atoms 1 to 4: C 0.05; C -0.30; O 0.13; N 0.06

***

Below is a cluster of 6 separate species, C23H30F5NO19S in total in a non-equilibrium geometry, with properties calculated with the ωB97M-V functional and the def2-TZVPD basis.

Geometry (Å):
O 4.51352 -0.37194 8.67633
C 3.60376 -0.00534 7.73155
C 2.39645 1.12001 7.86801
C 1.47241 1.02813 6.47758
C 2.27898 -0.10267 5.59710
C 2.32704 0.02483 3.95795
C 3.47301 1.05813 3.38864
C 5.01906 0.60537 3.68906
C 5.80192 1.49750 4.81900
S 5.66143 3.35314 4.60972
O 5.77569 3.71313 3.09091
O 6.81132 3.99861 5.46581
O 4.19221 4.00619 5.26991
N 3.53529 -0.60578 6.31584
H 1.75964 0.96088 8.86323
H 2.86970 2.21006 7.91463
H 1.20574 2.06323 5.97583
H 0.51374 0.45072 6.89176
H 1.56499 -1.04945 5.73213
H 2.53589 -1.06653 3.52131
H 1.27614 0.40912 3.54316
H 3.34613 1.06708 2.20249
H 3.18605 2.13279 3.75222
H 5.69771 0.57350 2.73166
H 4.98617 -0.51026 4.11238
H 6.96119 1.23312 4.71071
H 5.50940 1.13828 5.91665
H 3.90773 3.39270 6.03492
H 3.55763 -1.66669 6.34615
C -2.12761 -1.48726 1.20794
C -0.89834 -1.22143 0.40799
O 0.12555 -1.19431 1.37639
C -0.30386 -2.02240 2.36964
O 0.41645 -2.47130 3.24571
O -1.63990 -2.29532 2.26015
F -0.95970 -0.00614 -0.18104
H -2.56727 -0.57497 1.62484
H -2.89307 -2.01391 0.63165
H -0.67599 -1.98844 -0.34154
C -3.88788 -5.35652 -1.16529
C -3.29843 -5.17433 -2.52214
O -2.27583 -4.22706 -2.31269
C -1.87120 -4.42081 -1.02606
O -0.82964 -3.98617 -0.56335
O -2.77183 -5.16888 -0.31844
F -4.20369 -4.64246 -3.37377
H -4.65132 -4.60710 -0.93094
H -4.31995 -6.35168 -1.02973
H -2.87246 -6.08685 -2.95269
C 1.31000 -2.48087 -4.20990
C -0.10629 -2.03568 -4.07711
O -0.38567 -1.44819 -5.32759
C 0.41400 -2.10465 -6.21430
O 0.26441 -2.07287 -7.42445
O 1.40057 -2.81016 -5.58151
F -0.22552 -1.08471 -3.12365
H 2.02729 -1.68605 -3.97938
H 1.53390 -3.34812 -3.58290
H -0.81585 -2.84756 -3.88499
C -4.42668 0.04075 -6.53441
C -3.62484 0.64416 -5.43229
O -4.27070 0.18630 -4.26605
C -4.81744 -1.01312 -4.61123
O -5.21837 -1.83901 -3.80809
O -4.85483 -1.18161 -5.96831
F -3.70406 1.99344 -5.46116
H -5.30144 0.64339 -6.80086
H -3.83177 -0.13155 -7.43540
H -2.57503 0.33235 -5.41833
C -2.60801 4.81208 -4.41401
C -1.77121 5.68371 -5.28678
O -2.68011 6.65686 -5.74912
C -3.61097 6.77063 -4.76057
O -4.39888 7.69695 -4.66573
O -3.54911 5.72317 -3.88280
F -1.30631 4.99457 -6.35290
H -3.13437 4.03201 -4.97422
H -2.02648 4.34012 -3.61747
H -0.94019 6.17314 -4.76776

Calculated values
SMILES	O=C1CC[C@@H](CCCCS(=O)(=O)O)N1.O=C1OC[C@@H](F)O1.O=C1OC[C@@H](F)O1.O=C1OC[C@@H](F)O1.O=C1OC[C@@H](F)O1.O=C1OC[C@@H](F)O1
LUMO level	-0.041	eV
frontier orbital gap	9.765	eV
E_HOMO	-9.81	eV

Atom charges from the Löwdin analysis, given in e for atoms 1 to 4: O -0.08; C -0.25; C -0.10; C -0.13